No. 1
Density functional theory data (wB97M-V/def2-TZVPD) for a molecular structure, C43H38CoN12O8S.

Results
Total charge ... -2
Spin multiplicity ... 2
HOMO-LUMO gap (alpha / beta) ... 0.1523 / 0.1504 Ha
LUMO (alpha / beta) ... 3.9948 / 3.9938 eV

Cartesian coordinates (Å):
Co -0.15904 -0.01945 0.07896
O -1.53841 -0.02297 4.85410
C -1.25676 1.28918 4.63770
C -1.37978 2.13067 5.74346
C -1.09581 3.47740 5.62772
C -0.69084 3.98878 4.40068
C -0.57320 3.13562 3.30350
C -0.84592 1.78033 3.38726
C -0.68208 0.86106 2.23044
O -0.08784 1.43714 1.25001
N -1.11751 -0.40838 2.36290
N -0.68638 -1.17812 1.25726
C -1.67636 -1.55784 0.41211
C -1.16981 -2.00414 -0.92997
C -1.65079 -3.11877 -1.59081
C -1.02239 -3.48856 -2.77093
C 0.03420 -2.71936 -3.26326
C 0.43987 -1.60428 -2.55712
N -0.12031 -1.23856 -1.39866
H -1.36303 -0.47353 3.97067
H -1.69204 1.71049 6.69884
H -1.18147 4.13142 6.49478
H -0.45128 5.04711 4.28828
H -0.24878 3.53142 2.36171
H -2.76034 -1.50086 0.62058
H -2.45623 -3.71787 -1.16376
H -1.34230 -4.38895 -3.31061
H 0.52050 -3.01558 -4.18988
H 1.34594 -0.90832 -2.96476
C 4.73345 -0.47061 1.39784
N 3.72815 -0.42052 0.31748
C 2.26853 -0.54432 0.33719
N 1.76199 -0.43063 -0.94533
C 2.96876 -0.25272 -1.70666
N 4.13833 -0.26382 -1.01109
C 5.27190 0.88656 1.86006
C 6.44195 0.97676 2.60338
C 6.91000 2.22234 3.04750
C 6.20104 3.38353 2.74602
C 5.01820 3.31624 2.00348
C 4.58510 2.04720 1.58447
C 4.30545 4.56429 1.68130
N 4.68853 5.79208 1.83111
N 3.67812 6.58970 1.32549
C 2.72988 5.79730 0.93268
O 3.05103 4.49584 1.13456
C 1.45926 6.13275 0.26249
C 1.40799 7.36576 -0.38719
C 0.27123 7.77310 -1.05769
C -0.84935 6.95553 -1.09510
C -0.86087 5.71333 -0.46258
C -2.15760 4.91338 -0.49047
N -1.94619 3.49652 -0.41287
C -1.45424 2.69904 -1.39072
N -1.41385 1.44520 -0.98136
C -1.94779 1.53045 0.34581
N -2.29093 2.75817 0.72345
C 0.30545 5.29981 0.24301
H 5.57835 -1.08720 1.03102
H 4.25015 -1.00098 2.24098
H 1.65306 -0.75122 1.33911
H 2.96507 -0.15108 -2.71616
H 7.01418 0.07553 2.84957
H 7.83206 2.28454 3.62633
H 6.58043 4.34728 3.09085
H 3.72845 1.92146 1.01734
H 2.28010 8.02157 -0.37163
H 0.25713 8.74188 -1.55615
H -1.73753 7.31012 -1.62409
H -2.69929 5.10701 -1.43287
H -2.80895 5.20569 0.34635
H -1.12158 3.07249 -2.36345
H -2.07125 0.60528 1.06219
H 0.31377 4.35414 0.77518
O -1.92400 -0.03026 0.04616
C 4.02560 -3.14895 -5.70358
C 3.66335 -1.80670 -5.24038
C 2.43516 -1.56656 -4.69270
C 2.05806 -0.27238 -4.18765
C 3.00355 0.74784 -4.22453
C 4.25366 0.50453 -4.80470
C 4.57440 -0.76450 -5.29568
S 2.57435 2.41072 -3.51893
O 3.28382 3.40734 -4.29490
O 1.13162 2.47010 -3.37310
N 3.31610 2.41425 -1.94213
C 2.94315 1.44762 -0.74498
C 2.12893 2.12746 0.32423
C 2.06173 1.09145 1.58659
O 2.71893 1.39125 2.56241
O 1.29572 0.01685 1.39075
H 3.11973 -3.77128 -5.87393
H 4.66450 -3.65392 -4.94383
H 4.58324 -3.09153 -6.66594
H 1.74181 -2.34577 -4.63623
H 1.03013 -0.06212 -3.74931
H 5.00750 1.31238 -4.84386
H 5.57917 -0.93422 -5.71906
H 3.99693 3.16571 -1.76760
H 3.91260 1.05810 -0.33548
H 2.36189 0.50200 -1.16359
H 1.09849 2.34272 -0.01554
H 2.57789 3.04620 0.62165


No. 2
Density functional theory data (wB97M-V/def2-TZVPD) for a molecular structure, C43H38CoN4O3Si.

Results
ΔE to the lowest compared entry with this formula, charge and spin ... 7.5 kcal per mole
Spin multiplicity ... 2
HOMO-LUMO gap (alpha / beta) ... 0.2887 / 0.2774 Ha
LUMO (alpha / beta) ... 0.1626 / 0.1679 eV

Cartesian coordinates (Å):
Co -0.41008 0.15284 -0.15210
C 1.33974 1.30583 1.76087
N 0.77808 -0.04069 1.59703
C -0.13044 -0.37720 2.70498
C -1.27661 -1.23315 2.24188
C -1.95456 -2.04424 3.13935
C -2.96767 -2.86062 2.67635
C -3.25568 -2.85343 1.31979
C -2.55030 -1.99989 0.49537
N -1.59346 -1.17498 0.94395
C 1.88403 -1.00992 1.44281
C 1.41376 -2.39300 1.08246
C 1.49582 -2.85189 -0.22607
C 1.05723 -4.13789 -0.50206
C 0.54237 -4.90912 0.52536
C 0.50123 -4.36120 1.79904
N 0.93692 -3.13830 2.08412
C 0.26135 2.34933 1.61269
C 0.32725 3.56610 2.27135
C -0.67343 4.50063 2.05508
C -1.70943 4.17933 1.19423
C -1.70618 2.93792 0.58117
N -0.74432 2.03438 0.78259
H 2.07511 1.44438 0.96401
H 1.85690 1.42341 2.72232
H -0.53672 0.54933 3.11615
H 0.40237 -0.89621 3.50664
H -1.65471 -2.05224 4.17874
H -3.50694 -3.50940 3.35421
H -4.01611 -3.49367 0.89593
H -2.75312 -1.96676 -0.56745
H 2.46534 -1.05786 2.37221
H 2.50772 -0.62712 0.63952
H 1.85803 -2.20768 -1.01945
H 1.11728 -4.52191 -1.51183
H 0.18032 -5.91348 0.35306
H 0.10903 -4.93488 2.63233
H 1.15326 3.77307 2.93888
H -0.64413 5.46079 2.55324
H -2.51411 4.87213 0.99234
H -2.49703 2.64899 -0.09858
O 3.32125 1.14707 -4.63448
C 2.99165 2.10951 -3.76417
C 3.39429 3.41952 -4.04218
C 3.08207 4.44262 -3.17213
C 2.35343 4.19198 -2.00951
C 1.95418 2.89876 -1.73879
C 2.26687 1.84170 -2.59107
C 1.86167 0.44415 -2.25799
O 2.18895 -0.48780 -3.01535
O 1.26795 0.24298 -1.14218
H 2.96171 0.30591 -4.24810
H 3.95230 3.59978 -4.95174
H 3.40328 5.45151 -3.40187
H 2.09652 4.99944 -1.33618
H 1.35959 2.68082 -0.86082
C -2.29402 -3.98614 -3.80349
C -3.39949 -3.15752 -3.67710
C -3.24763 -1.86958 -3.17689
C -1.99758 -1.38534 -2.78301
C -0.89516 -2.23657 -2.91924
C -1.04046 -3.51876 -3.43085
Si -1.75071 0.34266 -2.03263
C -1.03174 1.40485 -3.41816
C -0.94836 2.79132 -3.25671
C -0.39076 3.60420 -4.23090
C 0.11120 3.03893 -5.39545
C 0.04414 1.66573 -5.57771
C -0.52534 0.86014 -4.59993
C -3.51551 1.03927 -1.77863
C -4.24144 0.79642 -0.60592
C -5.52826 1.28358 -0.42404
C -6.13024 2.03994 -1.42078
C -5.43378 2.29960 -2.59147
C -4.14702 1.80340 -2.76489
H -2.40735 -4.98857 -4.19733
H -4.37932 -3.51058 -3.97551
H -4.12040 -1.23096 -3.08836
H 0.09282 -1.88047 -2.64139
H -0.17234 -4.15709 -3.54417
H -1.32370 3.24946 -2.34499
H -0.32707 4.67441 -4.07565
H 0.56514 3.66698 -6.15178
H 0.44780 1.21802 -6.47702
H -0.56485 -0.21166 -4.75687
H -3.78417 0.23587 0.20141
H -6.06044 1.07744 0.49707
H -7.13301 2.42515 -1.28401
H -5.89277 2.88949 -3.37548
H -3.62254 2.01565 -3.68884


No. 3
Density functional theory data (wB97M-V/def2-TZVPD) for a molecular structure, C43H38F9MoN4PS2.

Results
Total charge ... +2
Spin multiplicity ... 3
HOMO-LUMO gap (alpha / beta) ... 0.2424 / 0.2465 Ha
LUMO (alpha / beta) ... -7.1690 / -7.0930 eV

Cartesian coordinates (Å):
Mo -1.09834 0.66754 -0.04018
S -0.43023 2.97962 0.15927
C -1.90142 3.20224 -0.72320
N -2.53866 2.09211 -1.04382
C -3.73361 2.37473 -1.66980
C -4.69108 1.47996 -2.14548
C -5.85880 1.96752 -2.69435
C -6.09078 3.33557 -2.80957
C -5.14470 4.24571 -2.37967
C -3.97881 3.75789 -1.81088
S -2.64829 4.68872 -1.16148
H -4.52184 0.41792 -2.08993
H -6.60984 1.27362 -3.03605
H -7.01492 3.68097 -3.24370
H -5.30480 5.30753 -2.46950
C -2.45750 -1.68025 -2.05084
N -2.26652 -1.48162 -0.60757
C -1.59989 -2.68519 -0.08579
C -3.59201 -1.40997 0.04519
C -3.49160 -0.70115 1.36408
C -4.34359 -0.94434 2.43119
C -4.23938 -0.16365 3.57335
C -3.29812 0.85481 3.64786
C -2.42168 1.06923 2.59503
C -2.49840 0.27814 1.44304
H -3.18196 -2.48179 -2.23386
H -1.51288 -1.96339 -2.51668
H -2.81636 -0.76843 -2.52753
H -2.11182 -3.59288 -0.42813
H -1.61081 -2.67882 1.00151
H -0.56563 -2.74408 -0.42509
H -4.02630 -2.41112 0.15653
H -4.26992 -0.82013 -0.57742
H -5.08970 -1.72230 2.37615
H -4.89119 -0.35142 4.41208
H -3.23617 1.46623 4.53363
H -1.66149 1.84751 2.69236
F 0.68137 -4.65306 6.36475
C 0.43558 -4.97081 5.08993
F -0.79756 -5.49044 5.03876
F 1.28755 -5.93817 4.74618
C 0.55728 -3.76583 4.18365
C -0.54756 -2.95434 3.97105
C -0.44772 -1.88418 3.10000
C 0.75593 -1.60202 2.45432
C 1.86983 -2.39927 2.71053
C 1.76951 -3.47757 3.57224
P 0.83522 -0.16232 1.31012
C 1.48242 1.16269 2.39565
C 2.23844 2.19614 1.83717
C 2.76296 3.19592 2.63613
C 2.51418 3.18009 4.00374
C 1.72181 2.18559 4.56212
C 1.20687 1.18106 3.76172
C 3.06162 4.27125 4.89998
F 2.17506 5.27278 5.02056
F 4.19047 4.80153 4.42555
F 3.31176 3.82126 6.13182
C 2.27622 -0.64919 0.29512
C 3.60779 -0.41511 0.63576
C 4.62583 -0.96465 -0.12914
C 4.31686 -1.77261 -1.21633
C 2.99436 -2.00033 -1.57126
C 1.98700 -1.43086 -0.82115
C 5.41741 -2.38550 -2.05321
F 6.46172 -2.77373 -1.33001
F 5.86206 -1.49231 -2.95835
F 4.98144 -3.44372 -2.74445
H -1.47850 -3.16586 4.47441
H -1.31448 -1.26608 2.92260
H 2.81861 -2.19378 2.23926
H 2.62887 -4.10347 3.76375
H 2.43498 2.21160 0.77225
H 3.37278 3.97711 2.20742
H 1.52758 2.19452 5.62449
H 0.60237 0.40603 4.21114
H 3.85643 0.18222 1.50021
H 5.65733 -0.78624 0.13179
H 2.76495 -2.64040 -2.40935
H 0.95256 -1.60534 -1.09189
N -0.40952 0.34865 -1.86000
C 0.19030 0.68134 -2.81545
N 0.88454 1.04252 -3.81842
C 2.33117 1.24947 -3.72399
C 3.04800 0.22359 -4.59904
C 2.56111 0.33665 -6.04264
C 1.04590 0.14870 -6.09030
C 0.35239 1.15919 -5.17534
H 2.64123 1.18249 -2.67789
H 2.53777 2.25991 -4.09243
H 2.85154 -0.78093 -4.21704
H 4.12071 0.40314 -4.53926
H 3.04618 -0.42070 -6.65711
H 2.82913 1.31240 -6.45260
H 0.78741 -0.86732 -5.78354
H 0.67660 0.30025 -7.10366
H -0.72847 1.00652 -5.15523
H 0.56389 2.17452 -5.52580


No. 4
Density functional theory data (wB97M-V/def2-TZVPD) for a molecular structure, C43H38FN6O7PRuS.

Results
Total charge ... +1
ΔE to the lowest compared entry with this formula, charge and spin ... 17.1 kcal per mole
Spin multiplicity ... 6
HOMO-LUMO gap (alpha / beta) ... 0.3237 / 0.2455 Ha
LUMO (alpha / beta) ... -2.1234 / -4.3734 eV

Cartesian coordinates (Å):
Ru -0.47938 0.70850 0.54404
C -3.41294 -0.32740 -0.53779
C -4.15142 -0.78455 0.70688
C -3.41360 -0.85025 2.01955
C -4.06451 -1.50168 3.06454
C -3.48460 -1.56154 4.31307
C -2.25620 -0.94397 4.48897
C -1.67026 -0.32012 3.40887
N -2.21788 -0.27251 2.18362
N -2.66882 0.95463 -0.44170
C -2.34387 1.42323 -1.80220
C -1.45628 0.43226 -2.51946
C -1.35495 0.43594 -3.90214
C -0.53840 -0.50023 -4.51940
C 0.11167 -1.43246 -3.72808
C -0.05655 -1.36760 -2.35506
N -0.80202 -0.44333 -1.75429
C -3.46274 1.98429 0.24207
C -2.62172 3.13837 0.70081
C -3.14548 4.42056 0.74259
C -2.37441 5.44039 1.26983
C -1.10736 5.13464 1.73284
C -0.65767 3.83053 1.63893
N -1.39846 2.84117 1.13888
H -4.15172 -0.23628 -1.35102
H -2.70142 -1.10613 -0.83571
H -4.51203 -1.79470 0.48165
H -5.06084 -0.19397 0.87158
H -5.02639 -1.95638 2.87789
H -3.97743 -2.06944 5.12607
H -1.75101 -0.94065 5.44198
H -0.70836 0.16957 3.51416
H -1.84962 2.39770 -1.72543
H -3.27633 1.55291 -2.37256
H -1.89898 1.16737 -4.48175
H -0.41622 -0.50188 -5.59173
H 0.74093 -2.19637 -4.15668
H 0.43079 -2.08731 -1.71022
H -3.92747 1.55019 1.12735
H -4.27376 2.34185 -0.41047
H -4.13781 4.60765 0.36508
H -2.75417 6.45027 1.31339
H -0.45760 5.89014 2.14655
H 0.34164 3.56852 1.97256
O 2.69396 2.33325 3.06487
S 1.91295 1.30043 2.46348
O 2.15157 1.04728 1.03852
O 0.42731 1.45192 2.60479
C 2.17229 -0.23880 3.28975
C 2.64864 -0.23722 4.58596
C 2.68247 -1.43024 5.30114
C 2.21940 -2.59516 4.71683
C 1.73861 -2.58344 3.41332
C 1.72056 -1.40723 2.67837
P 1.16713 -1.38602 0.93705
C 0.36296 -3.01944 0.73664
C -0.90324 -3.21104 1.28589
C -1.57028 -4.41258 1.13105
C -0.98440 -5.44523 0.41214
C 0.27404 -5.27079 -0.13719
C 0.94900 -4.06843 0.02632
C 2.70953 -1.55542 0.00348
C 3.72386 -2.35162 0.53134
C 4.87189 -2.59316 -0.20296
C 5.00808 -2.04586 -1.47016
C 4.00994 -1.23317 -1.98296
C 2.86822 -0.96726 -1.24356
H 2.99210 0.68721 5.01843
H 3.06371 -1.44346 6.31216
H 2.23967 -3.52236 5.26833
H 1.39202 -3.50789 2.96565
H -1.36443 -2.42137 1.86031
H -2.54572 -4.54779 1.57517
H -1.50471 -6.38248 0.28520
H 0.73905 -6.07283 -0.69203
H 1.92856 -3.94986 -0.40747
H 3.62169 -2.79689 1.51175
H 5.65470 -3.20727 0.21414
H 5.90075 -2.23454 -2.04626
H 4.13315 -0.78091 -2.95298
H 2.12204 -0.27253 -1.62311
F -0.44388 2.62776 -5.92460
C 0.66177 2.46094 -5.19481
C 0.80490 3.04508 -4.00283
N 1.92326 2.86324 -3.22929
C 1.91056 3.39098 -1.87790
C 0.59155 3.01130 -1.22686
O -0.25263 3.84505 -1.01568
O 0.42661 1.75042 -1.01496
C 2.99523 2.12260 -3.66742
O 4.00668 1.97594 -3.03835
N 2.82180 1.55646 -4.92111
C 1.69628 1.58172 -5.73509
O 1.62304 0.93644 -6.74801
H 0.03602 3.68334 -3.58829
H 1.98476 4.47852 -1.91053
H 2.76399 2.96420 -1.34066
H 3.61862 1.02627 -5.27512


No. 5
Density functional theory data (wB97M-V/def2-TZVPD) for a molecular structure, C43H39BrEuN2O3P2.

Results
ΔE to the lowest compared entry with this formula, charge and spin ... 0.0 kcal per mole
Spin multiplicity ... 8
HOMO-LUMO gap (alpha / beta) ... 0.2121 / 0.2763 Ha
LUMO (alpha / beta) ... 0.1908 / 0.1854 eV

Cartesian coordinates (Å):
Eu 0.24876 0.49507 0.33500
O -3.98773 -0.22167 0.29264
C -4.33100 -0.39856 -0.99732
C -5.65473 -0.72629 -1.28791
C -6.05789 -0.91602 -2.60094
C -5.15113 -0.76862 -3.64645
C -3.83365 -0.43457 -3.34675
C -3.39986 -0.26201 -2.03479
C -1.94040 0.06038 -1.74815
O -1.67963 0.56647 -0.52665
N -1.13617 -1.24069 -1.89475
N -0.55537 -1.66781 -0.77872
C -0.27552 -2.87964 -0.55045
C 0.32884 -3.24743 0.74346
Br 0.19122 -1.91794 2.10033
C 0.86952 -4.40231 1.08861
C 1.10178 -5.53802 0.15468
C 1.50961 -5.34046 -1.16252
C 1.73144 -6.42044 -2.00795
C 1.54782 -7.71613 -1.54709
C 1.15114 -7.92735 -0.23120
C 0.94088 -6.84509 0.61350
H -3.05630 0.12729 0.27132
H -6.35436 -0.82043 -0.46121
H -7.09331 -1.17237 -2.81149
H -5.46981 -0.89546 -4.67596
H -3.11492 -0.29476 -4.15445
H -1.58303 0.70804 -2.54788
H -1.54397 -1.94131 -2.49507
H -0.50206 -3.68065 -1.25441
H 1.14783 -4.55370 2.12822
H 1.68705 -4.33252 -1.51970
H 2.05777 -6.24717 -3.02768
H 1.72955 -8.55894 -2.20452
H 1.00596 -8.93899 0.13850
H 0.63328 -7.00976 1.64279
C -2.00316 4.96343 0.76364
P -1.70865 3.15350 0.29079
C 0.09266 3.16908 -0.15978
C 0.45463 2.89948 -1.48516
C 1.76539 3.05767 -1.90686
C 2.74318 3.46841 -1.01030
C 2.40267 3.72716 0.30584
C 1.08600 3.57908 0.72533
C -1.68543 2.36750 1.98460
C -2.94324 2.34859 2.59153
C -3.13618 1.79988 3.84979
C -2.07063 1.22284 4.53149
C -0.82080 1.20725 3.93685
C -0.62546 1.76383 2.67956
P -0.70770 6.20059 1.15270
C -1.73688 7.72094 1.37509
C -3.05260 7.73019 1.83789
C -3.74073 8.92685 2.01334
C -3.11820 10.13997 1.73415
C -1.80759 10.14867 1.27551
C -1.12818 8.94557 1.09099
C -0.30284 5.83180 2.91578
C 0.90637 6.33262 3.40778
C 1.29662 6.10185 4.72422
C 0.49158 5.33825 5.56267
C -0.70528 4.82361 5.08328
C -1.10105 5.07573 3.77246
H -2.76707 4.92594 1.54312
H -2.49337 5.38130 -0.11514
H -0.31824 2.64004 -2.19952
H 2.02199 2.87164 -2.94478
H 3.76892 3.58911 -1.34205
H 3.15721 4.05565 1.01335
H 0.82044 3.83502 1.74227
H -3.79742 2.76383 2.05668
H -4.12456 1.81369 4.29558
H -2.21726 0.78266 5.51507
H 0.02685 0.76965 4.45482
H 0.40311 1.79762 2.34243
H -3.55515 6.79658 2.07426
H -4.76547 8.91259 2.37116
H -3.65670 11.07420 1.87118
H -1.31472 11.09095 1.05182
H -0.10817 8.95383 0.71710
H 1.54966 6.90656 2.74611
H 2.23342 6.50597 5.09079
H 0.79806 5.14284 6.58490
H -1.33430 4.21494 5.72700
H -2.04405 4.66678 3.42639
C 4.01372 0.29342 1.00645
C 2.53849 0.45091 0.84643
O 2.13640 0.12227 -0.30908
H 4.56262 0.43782 0.06822
H 4.16243 -0.74457 1.33333
H 4.40517 0.94007 1.79509


The records above yield E values of -4699.901801; -3778.503697; -3984.720902; -3450.764750; -5964.154597 Eh, respectively.